(1)
{"formula": "C21H21N3OSeZn", "method": "ωB97M-V with the def2-TZVPD basis set", "total_charge": 0, "e_above_lowest_kj_mol": 0.0, "e_lumo_ha": 0.004, "gap_ev": 7.60, "species": ["Zn", "O", "C", "N", "C", "C", "C", "C", "C", "C", "N", "C", "C", "C", "C", "C", "N", "H", "H", "H", "H", "H", "H", "H", "H", "H", "H", "C", "C", "C", "C", "C", "C", "Se", "C", "C", "C", "H", "H", "H", "H", "H", "H", "H", "H", "H", "H", "H"], "positions_angstrom": [[-1.0539, -0.7523, -0.8014], [-3.2344, -4.0793, -0.8558], [-2.4336, -3.1749, -1.0858], [-2.6267, -1.8615, -0.9479], [-3.9051, -1.4148, -0.4450], [-3.7105, -0.2579, 0.4998], [-4.5926, -0.0176, 1.5477], [-4.3175, 1.0014, 2.4407], [-3.1864, 1.7818, 2.2405], [-2.3841, 1.5049, 1.1521], [-2.6296, 0.5006, 0.3106], [-1.0504, -3.5115, -1.6009], [-0.6367, -4.8355, -1.5888], [0.6313, -5.1448, -2.0458], [1.4102, -4.1263, -2.5754], [0.9066, -2.8387, -2.5799], [-0.2811, -2.5184, -2.0650], [-4.4155, -2.2389, 0.0572], [-4.5416, -1.0849, -1.2762], [-5.4620, -0.6513, 1.6624], [-4.9657, 1.1756, 3.2895], [-2.9252, 2.5760, 2.9256], [-1.4980, 2.0906, 0.9434], [-1.3227, -5.5780, -1.2077], [1.0066, -6.1584, -1.9998], [2.3970, -4.3180, -2.9730], [1.4741, -2.0282, -3.0156], [4.3798, 4.4460, 0.1493], [3.4304, 3.2891, 0.3092], [3.3141, 2.3176, -0.6725], [2.4594, 1.2289, -0.5315], [2.3680, 0.2287, -1.6416], [1.6920, 1.1061, 0.6349], [0.5924, -0.4759, 0.9244], [1.7768, 2.0886, 1.6309], [0.9555, 2.0346, 2.8924], [2.6449, 3.1583, 1.4452], [4.8826, 4.4020, -0.8160], [5.1436, 4.4360, 0.9290], [3.8513, 5.3982, 0.2196], [3.9184, 2.3973, -1.5703], [3.0434, 0.4902, -2.4572], [1.3470, 0.1968, -2.0314], [2.6046, -0.7729, -1.2801], [0.7401, 1.0061, 3.1711], [0.0027, 2.5502, 2.7495], [1.4785, 2.5265, 3.7124], [2.7216, 3.9077, 2.2274]]}

=====

(2)
{"formula": "C21H21N5O3", "method": "ωB97M-V with the def2-TZVPD basis set", "smiles": "CCOC(=O)CNc1c(-c2ccc(-c3c(C)noc3C)cc2)nc2cnccn12", "total_charge": 0, "e_above_lowest_kj_mol": 378.4, "e_lumo_ha": 0.006, "gap_ev": 8.19, "species": ["C", "C", "O", "C", "O", "C", "N", "C", "C", "C", "C", "C", "C", "C", "C", "C", "N", "O", "C", "C", "C", "C", "N", "C", "C", "N", "C", "C", "N", "H", "H", "H", "H", "H", "H", "H", "H", "H", "H", "H", "H", "H", "H", "H", "H", "H", "H", "H", "H", "H"], "positions_angstrom": [[-2.5067, 0.0904, 6.2777], [-3.4216, 0.3551, 5.0917], [-2.6100, 0.6705, 3.9207], [-2.0203, -0.3827, 3.2694], [-2.0992, -1.5615, 3.6120], [-1.2217, -0.1256, 1.9574], [-0.9053, -1.4028, 1.2585], [-1.3966, -1.5753, -0.0605], [-0.9705, -0.9793, -1.2403], [0.2452, -0.1560, -1.4863], [1.3916, -0.3564, -0.7317], [2.5584, 0.3043, -1.0057], [2.6050, 1.2673, -2.0168], [3.8248, 1.9083, -2.4062], [4.7916, 2.5369, -1.5466], [4.7416, 2.5809, -0.0637], [5.7623, 3.0287, -2.2532], [5.5448, 2.5913, -3.5894], [4.3477, 1.9396, -3.6433], [3.8500, 1.2964, -4.9088], [1.4088, 1.5702, -2.6862], [0.2544, 0.8333, -2.4787], [-1.8211, -1.2845, -2.2703], [-2.7824, -2.0022, -1.7091], [-4.0828, -2.5763, -2.2066], [-4.8983, -3.2904, -1.4213], [-4.5703, -3.4431, -0.0793], [-3.4234, -2.9246, 0.4616], [-2.5516, -2.2510, -0.3652], [-3.0588, -0.1033, 7.1961], [-1.8755, 0.9625, 6.4831], [-1.8364, -0.7661, 6.0501], [-4.0508, -0.4960, 4.8879], [-4.0759, 1.1648, 5.3150], [-1.8489, 0.5158, 1.3133], [-0.2770, 0.3417, 2.2397], [-1.1315, -2.2038, 1.8356], [1.3848, -1.1426, 0.0250], [3.4806, 0.0749, -0.5009], [3.7447, 2.7418, 0.2965], [5.1006, 1.6469, 0.3698], [5.3495, 3.3937, 0.2909], [3.6494, 2.0325, -5.6810], [4.6214, 0.6378, -5.2517], [2.9151, 0.7041, -4.7762], [1.3916, 2.3475, -3.4422], [-0.6238, 0.9996, -3.0756], [-4.3513, -2.4504, -3.2801], [-5.2904, -4.0251, 0.5037], [-3.2620, -3.0382, 1.5210]]}

=====

(3)
{"formula": "C21H21N5O3", "method": "ωB97M-V with the def2-TZVPD basis set", "smiles": "O=C(N1CCCC[C@H]1Cc1ccccc1)n1cc(-c2ccc([N+](=O)[O-])cc2)nn1", "total_charge": 0, "e_above_lowest_kj_mol": 832.8, "e_lumo_ha": -0.030, "gap_ev": 8.04, "species": ["O", "C", "N", "C", "C", "C", "C", "C", "C", "C", "C", "C", "C", "C", "C", "N", "C", "C", "C", "C", "C", "C", "N", "O", "O", "C", "C", "N", "N", "H", "H", "H", "H", "H", "H", "H", "H", "H", "H", "H", "H", "H", "H", "H", "H", "H", "H", "H", "H", "H"], "positions_angstrom": [[0.6559, -1.0175, 3.2297], [0.5573, -0.9840, 2.0137], [-0.1220, -2.0409, 1.3997], [0.7962, -3.0929, 0.8665], [0.1742, -4.5720, 0.9228], [-1.1737, -4.4193, 0.2389], [-2.0698, -3.4336, 1.0169], [-1.4516, -1.9976, 0.8532], [-2.4460, -0.9038, 1.4120], [-2.0642, 0.5043, 1.1257], [-1.8096, 1.3796, 2.1926], [-1.3351, 2.6724, 1.9283], [-1.0476, 3.1351, 0.6205], [-1.2952, 2.2341, -0.3471], [-1.8099, 0.9342, -0.1935], [1.3235, -0.1215, 1.2674], [1.6888, 1.1891, 1.5661], [2.2547, 1.5378, 0.3568], [2.7739, 2.7971, 0.0078], [2.8533, 3.9230, 0.8110], [3.5154, 5.0460, 0.3424], [4.1014, 5.1491, -0.9037], [4.8267, 6.3080, -1.3059], [5.5848, 6.8261, -0.5041], [4.6760, 6.6078, -2.5296], [4.0148, 4.0600, -1.7465], [3.3816, 2.8597, -1.2726], [2.0320, 0.5160, -0.6180], [1.4978, -0.4622, -0.0382], [0.9344, -2.8466, -0.1889], [1.6776, -3.0645, 1.4115], [-0.0060, -4.9013, 1.9705], [0.8380, -5.2383, 0.4229], [-1.8183, -5.3257, 0.2559], [-0.9321, -4.0961, -0.7886], [-2.1524, -3.6429, 2.0136], [-3.0373, -3.5856, 0.5902], [-1.4661, -1.7928, -0.1493], [-3.4139, -1.2852, 0.8955], [-2.4721, -0.9910, 2.5505], [-2.0182, 1.0071, 3.1978], [-1.2952, 3.1223, 2.8936], [-0.8154, 4.1276, 0.3317], [-1.2362, 2.7249, -1.3611], [-1.9172, 0.1997, -0.9546], [1.4864, 1.7571, 2.4674], [2.2371, 3.8157, 1.7382], [3.6068, 6.0308, 0.9366], [4.6825, 3.9066, -2.6150], [3.4929, 1.9029, -1.8725]]}

=====

(4)
{"formula": "C21H21N5O3S", "method": "ωB97M-V with the def2-TZVPD basis set", "smiles": "Cc1ccc(N2CC(=O)N(NC(=O)c3sc4nc(C)cc(C)c4c3N)CC2=O)cc1", "total_charge": 0, "e_above_lowest_kj_mol": 0.0, "e_lumo_ha": 0.011, "gap_ev": 8.05, "species": ["C", "C", "C", "C", "C", "N", "C", "C", "O", "N", "N", "C", "O", "C", "S", "C", "N", "C", "C", "C", "C", "C", "C", "C", "N", "C", "C", "O", "C", "C", "H", "H", "H", "H", "H", "H", "H", "H", "H", "H", "H", "H", "H", "H", "H", "H", "H", "H", "H", "H", "H"], "positions_angstrom": [[2.3227, -4.5735, 0.7802], [1.6820, -3.3147, 1.2817], [2.3948, -2.1258, 1.3530], [1.8066, -0.9680, 1.8248], [0.4829, -0.9870, 2.2450], [-0.1494, 0.2070, 2.6834], [0.5751, 1.1468, 3.5162], [0.7353, 2.5028, 2.8276], [1.7588, 3.1382, 2.7907], [-0.4464, 2.8996, 2.2855], [-0.5392, 3.9971, 1.4531], [-0.7959, 3.9230, 0.1026], [-1.2912, 4.8972, -0.4525], [-0.4936, 2.6875, -0.5861], [0.7057, 1.5335, -0.0291], [0.3404, 0.4813, -1.3462], [0.9370, -0.6874, -1.4724], [0.5662, -1.4483, -2.4851], [1.2314, -2.7808, -2.6044], [-0.4097, -1.0388, -3.4015], [-1.0316, 0.1912, -3.2879], [-2.0814, 0.5973, -4.2748], [-0.6438, 1.0080, -2.2111], [-1.0836, 2.3067, -1.7809], [-2.0345, 3.0625, -2.3864], [-1.6279, 2.0715, 2.4648], [-1.3125, 0.6122, 2.1196], [-2.0334, -0.0574, 1.4152], [-0.2417, -2.1695, 2.1830], [0.3576, -3.3175, 1.7015], [3.2403, -4.3558, 0.2393], [2.5691, -5.2266, 1.6180], [1.6451, -5.1161, 0.1242], [3.4220, -2.0957, 1.0208], [2.3725, -0.0492, 1.8364], [0.0305, 1.2968, 4.4590], [1.5605, 0.7478, 3.7523], [-0.7639, 4.8888, 1.8828], [1.9561, -2.8902, -1.8041], [1.7314, -2.8718, -3.5673], [0.4908, -3.5755, -2.5300], [-0.6827, -1.7048, -4.2067], [-1.7370, 1.4383, -4.8779], [-2.3024, -0.2284, -4.9472], [-2.9984, 0.8805, -3.7607], [-2.2241, 2.9170, -3.3606], [-2.0981, 4.0096, -2.0328], [-1.9854, 2.1350, 3.5014], [-2.4185, 2.4209, 1.7995], [-1.2733, -2.1830, 2.4946], [-0.2152, -4.2322, 1.6498]]}